Molecular formula: C3H7NO2
Method: DFT, ωB97M-V/def2-TZVPD

Geometry as XYZ:
```
13
Properties=species:S:1:pos:R:3:forces:R:3:mulliken_charge:R:1
H -2.357 -0.473 1.348 0.05 0.00 -0.10 0.2078
N -1.508 -0.371 0.800 -0.06 0.28 -0.15 -0.5629
C -1.480 0.761 0.226 -0.10 -0.13 0.14 0.0908
O -0.500 1.222 -0.539 -0.05 0.02 0.09 -0.3284
C 0.616 0.401 -0.948 0.16 -0.14 -0.10 -0.4331
C 1.356 -0.389 0.131 0.21 0.34 -0.09 -0.3603
O 0.856 -1.675 0.349 -0.16 -0.09 0.13 -0.5478
H -2.266 1.518 0.294 0.10 -0.09 0.06 0.3694
H 1.288 1.137 -1.397 -0.06 -0.14 0.04 0.2772
H 0.274 -0.292 -1.724 -0.02 0.06 0.09 0.3055
H 1.405 0.215 1.052 -0.03 -0.10 -0.10 0.2536
H 2.385 -0.516 -0.226 -0.12 0.06 0.03 0.3461
H -0.070 -1.537 0.634 0.10 -0.09 -0.04 0.3821
```
Forces are in eV/Å.

Output
Gap between HOMO and LUMO (eV): 10.78
Highest occupied orbital energy (eV): -9.921
SMILES string: [H]/N=C/OCCO

=====

Molecular formula: C3H7NO2
Method: DFT, ωB97M-V/def2-TZVPD

Geometry as XYZ:
```
13
Properties=species:S:1:pos:R:3:forces:R:3:mulliken_charge:R:1
C 1.134 -0.085 0.592 -0.25 0.96 0.68 -0.8383
C -0.107 0.382 0.757 0.22 -2.22 -1.45 0.1609
C -0.633 1.662 1.278 -1.20 1.15 -2.73 -0.9715
N 0.765 -0.294 -1.794 -0.92 -2.36 -1.19 0.1139
O -0.032 -2.706 -2.238 3.13 -1.70 -1.35 -0.5167
O -0.101 -1.018 -1.983 -0.36 4.45 0.70 0.0320
H 1.315 -1.105 0.252 0.18 0.42 0.13 0.4003
H 1.936 0.623 0.765 0.49 -0.48 0.26 0.2837
H -0.009 2.532 1.582 0.03 -1.16 -0.12 0.3295
H -1.369 1.408 1.998 -0.58 0.09 1.09 0.2821
H -1.286 2.027 0.387 0.92 -0.12 1.42 0.2145
H -0.831 -0.343 0.239 0.22 1.32 1.52 0.2371
H -0.782 -3.084 -1.835 -1.89 -0.35 1.04 0.2724
```
Forces are in eV/Å.

Output
Gap between HOMO and LUMO (spin up / spin down) (eV): 9.57 / 8.59
Highest occupied orbital energy (spin up / spin down) (eV): -9.790 / -9.048

=====

Molecular formula: C3H7NO2P
Method: DFT, ωB97M-V/def2-TZVPD

Geometry as XYZ:
```
14
Properties=species:S:1:pos:R:3:forces:R:3:mulliken_charge:R:1
O -1.336 -1.443 -0.851 0.79 1.70 1.07 -0.3328
N -0.846 -0.686 -0.028 -0.23 -3.57 1.46 0.4875
C -1.037 0.718 0.013 -2.41 0.46 0.08 -0.4338
C 0.147 1.194 -0.968 -1.89 0.32 0.60 -0.3082
O 1.349 0.843 -0.342 0.24 -0.60 -0.60 -0.3044
P 1.736 -0.800 -0.242 -0.53 0.76 -0.29 0.1802
C 0.131 -1.174 0.920 1.10 -1.99 0.05 -0.5306
H -0.957 1.030 1.102 0.27 -0.04 -1.64 0.3221
H -2.159 0.823 -0.302 2.29 0.51 -0.02 0.3271
H -0.145 0.861 -1.985 0.91 -0.67 0.51 0.3627
H -0.020 2.253 -1.027 0.77 0.74 0.26 0.3824
H 2.730 -0.704 0.772 -0.39 0.26 0.10 0.1421
H 0.268 -0.563 1.848 -0.54 -0.55 -1.03 0.3201
H 0.138 -2.352 1.090 -0.38 2.65 -0.54 0.3856
```
Forces are in eV/Å.

Output
Gap between HOMO and LUMO (spin up / spin down) (eV): 7.92 / 7.92
Net charge: +1
Highest occupied orbital energy (spin up / spin down) (eV): -14.594 / -14.595
SMILES string: O=[N+]1CCOPC1

=====

- What is the formula in the second record?
  C3H7NO2